No. 1
# C72H74F10O4

A cluster of 14 separate species, C72H74F10O4 in total in a non-equilibrium geometry (wB97M-V/def2-TZVPD, the OMol25 dataset).

Geometry as XYZ:
```
160
Properties=species:S:1:pos:R:3:forces:R:3:lowdin_charge:R:1
F -10.5311 -6.5322 -1.4506 -0.696 -0.969 0.748 0.024
C -11.3108 -7.5065 -0.8395 -0.047 0.346 0.068 -0.248
C -11.9282 -7.2644 0.3867 0.181 1.060 -0.773 -0.027
C -12.7616 -8.2046 0.9466 -0.194 -0.125 0.385 -0.065
C -12.9412 -9.4458 0.3384 -0.176 -0.209 0.004 -0.100
C -12.3310 -9.7140 -0.8541 2.073 1.202 -0.061 -0.078
C -11.4740 -8.7210 -1.4326 -0.503 -1.901 -0.534 -0.024
H -11.7875 -6.2850 0.8194 0.036 0.032 0.368 0.111
H -13.2288 -7.9686 1.8913 0.025 -0.076 0.082 0.086
H -13.4606 -10.2960 0.7552 -0.400 0.324 0.592 0.096
H -12.2446 -10.7491 -1.1501 -0.340 0.067 -0.660 0.087
H -10.9237 -9.0413 -2.3050 0.134 0.424 -0.183 0.087
F -5.5796 -10.5213 0.2824 -0.156 0.184 -0.010 0.051
C -6.3675 -9.4663 0.5600 -1.290 2.585 0.510 -0.266
C -7.7205 -9.6226 0.9119 0.957 -0.185 -0.858 -0.007
C -8.4965 -8.4884 1.1843 -0.557 -2.041 0.480 -0.077
C -7.9469 -7.2658 1.2256 -0.386 1.852 0.284 -0.109
C -6.6324 -7.0678 0.9269 0.867 0.066 -0.713 -0.095
C -5.8433 -8.1276 0.5241 0.390 -2.303 0.864 -0.014
H -8.1520 -10.6125 0.8914 -0.080 -0.150 0.152 0.100
H -9.5244 -8.5767 1.5037 -0.187 -0.311 -0.139 0.102
H -8.5239 -6.4077 1.5372 -0.279 -0.001 0.015 0.105
H -6.2855 -6.0458 0.9672 0.516 -0.054 0.006 0.109
H -4.7684 -8.0629 0.4405 0.099 0.328 -0.467 0.108
F -9.8241 -11.0489 -3.0449 0.563 -0.106 0.558 0.051
C -9.4788 -12.2997 -2.6861 0.367 -3.349 -0.353 -0.270
C -8.2729 -12.7084 -2.0283 -1.186 1.173 -1.104 -0.020
C -7.9991 -14.0540 -1.7635 -1.338 0.344 0.181 -0.063
C -8.9562 -15.0671 -2.0680 0.911 0.819 -0.120 -0.085
C -10.0730 -14.7192 -2.7961 0.391 1.731 0.366 -0.090
C -10.3089 -13.3492 -3.0993 -0.661 -0.649 0.597 -0.027
H -7.6003 -11.8950 -1.7991 0.428 -0.194 0.373 0.094
H -7.1000 -14.2260 -1.1905 0.003 -0.396 -0.064 0.106
H -8.8509 -16.0940 -1.7506 0.395 -0.003 0.036 0.098
H -10.8297 -15.4378 -3.0746 0.029 -0.074 0.006 0.098
H -11.3059 -13.2159 -3.4926 0.073 0.763 -0.464 0.102
F -14.5751 -2.9213 -0.6970 -0.216 -0.292 -0.025 0.047
C -14.9463 -3.9493 -1.4993 0.119 0.114 -0.404 -0.261
C -14.5327 -5.2383 -1.1520 -0.107 -0.362 -0.616 -0.002
C -14.8214 -6.2902 -2.0347 -1.174 1.072 -1.334 -0.059
C -15.4977 -5.9821 -3.2377 0.034 -0.005 0.043 -0.095
C -15.8040 -4.6801 -3.6050 0.112 0.582 1.032 -0.090
C -15.5988 -3.6329 -2.6980 1.193 -0.890 -0.138 -0.016
H -13.9272 -5.4087 -0.2741 -0.102 0.140 0.088 0.080
H -14.5922 -7.3421 -1.9497 0.400 0.029 0.810 0.092
H -15.7862 -6.7393 -3.9517 0.374 -0.394 0.107 0.081
H -16.1408 -4.4194 -4.5974 -0.295 -0.267 -0.056 0.100
H -15.6778 -2.6183 -3.0596 -0.267 0.192 0.458 0.108
F -13.8379 -9.3660 3.7055 -0.041 -0.214 0.316 0.048
C -13.5959 -10.3779 4.5716 0.280 -0.411 0.170 -0.263
C -12.3074 -10.6131 5.0212 0.790 0.127 1.117 -0.022
C -12.0713 -11.6504 5.9253 -0.232 0.380 -1.031 -0.099
C -13.0799 -12.5244 6.2738 1.266 0.060 0.825 -0.124
C -14.3412 -12.3163 5.8066 -1.433 0.657 -1.120 -0.092
C -14.6322 -11.2077 4.9684 0.597 -0.319 0.035 -0.011
H -11.4314 -9.9951 4.8903 -0.393 0.565 -0.801 0.097
H -11.0578 -11.7996 6.2674 0.012 0.027 0.199 0.105
H -12.7643 -13.2666 6.9921 -0.625 -0.533 -0.080 0.100
H -15.1365 -13.0281 5.9721 -0.094 0.028 0.353 0.096
H -15.6163 -10.9725 4.5907 -0.098 -0.321 0.154 0.081
F -14.8903 -11.5854 -1.9050 0.596 0.012 0.104 0.066
C -15.7507 -10.9819 -2.7284 -1.233 0.216 -0.325 -0.289
C -15.5274 -10.8669 -4.0739 -0.277 0.885 -1.636 -0.005
C -16.5376 -10.3028 -4.9134 0.533 -0.214 1.599 -0.066
C -17.7413 -9.9717 -4.3287 -0.928 1.198 -0.138 -0.106
C -17.9518 -9.9975 -2.9570 0.684 -1.303 -0.252 -0.079
C -16.9419 -10.5147 -2.1857 0.257 0.045 1.200 -0.031
H -14.5664 -11.0398 -4.5355 0.142 -0.424 0.249 0.101
H -16.3315 -9.9963 -5.9283 0.059 -0.409 -0.074 0.097
H -18.5480 -9.4742 -4.8466 0.096 -0.194 -0.764 0.099
H -18.9130 -9.8005 -2.5055 0.033 0.473 -0.080 0.107
H -17.0396 -10.4874 -1.1104 0.003 -0.419 0.045 0.085
F -4.7113 -6.9545 -5.3154 -0.555 -0.697 0.337 0.023
C -5.5945 -7.5999 -4.4820 -0.487 1.248 0.481 -0.240
C -5.8832 -8.9407 -4.6459 0.280 0.368 0.269 -0.021
C -6.7392 -9.5618 -3.7162 0.165 0.715 0.674 -0.075
C -7.2774 -8.8298 -2.6604 0.042 0.706 -1.298 -0.070
C -7.0619 -7.4212 -2.6231 -0.879 -1.884 1.140 -0.081
C -6.2296 -6.7996 -3.4904 0.811 -0.515 -1.152 -0.008
H -5.3981 -9.4678 -5.4541 -0.045 -0.164 -0.014 0.109
H -6.9638 -10.6181 -3.7343 0.136 -0.110 -0.412 0.086
H -7.9576 -9.3418 -1.9959 0.029 0.269 0.295 0.081
H -7.5421 -6.8479 -1.8439 -0.093 0.036 0.071 0.090
H -6.1322 -5.7310 -3.3677 0.504 -0.005 -0.492 0.096
F -10.1743 -4.3704 1.3248 0.520 -0.532 -0.883 0.043
C -9.4684 -3.2291 1.3694 -0.779 1.753 1.037 -0.286
C -10.0049 -2.2927 2.2577 1.349 2.064 1.065 0.018
C -9.3598 -1.0205 2.4611 -0.107 -2.898 -1.950 -0.044
C -8.2172 -0.7528 1.6670 -0.286 0.212 0.912 -0.125
C -7.6826 -1.6528 0.7451 -2.317 -1.754 0.533 -0.063
C -8.3809 -2.9270 0.5832 0.964 1.377 -0.306 -0.009
H -10.8357 -2.5334 2.9044 -0.244 -0.285 -0.269 0.077
H -9.7713 -0.3190 3.1718 0.139 0.038 -0.023 0.096
H -7.7625 0.1982 1.9022 0.438 0.130 -0.453 0.085
H -6.8279 -1.4326 0.1226 -0.004 0.048 0.058 0.089
H -8.1222 -3.5899 -0.2292 0.319 -0.192 0.114 0.085
F -6.6810 -3.5183 -3.4318 0.871 0.514 -0.099 0.049
C -7.9279 -3.0915 -3.6430 -2.336 -0.964 0.485 -0.281
C -8.9280 -3.8167 -2.9311 -0.775 0.604 -1.386 -0.020
C -10.2740 -3.5169 -3.1385 0.787 0.513 -1.281 -0.055
C -10.6434 -2.5302 -4.1075 1.010 -0.315 0.982 -0.085
C -9.6482 -1.8851 -4.8337 1.257 0.043 0.826 -0.084
C -8.2483 -2.1066 -4.5744 -0.872 -0.940 1.024 -0.005
H -8.8061 -4.7395 -2.3834 0.911 0.179 0.299 0.088
H -10.9534 -4.2093 -2.6637 -0.511 0.446 0.127 0.092
H -11.6551 -2.1620 -4.1930 -0.196 -0.427 -0.241 0.093
H -9.9432 -1.1409 -5.5587 0.106 0.132 -0.033 0.092
H -7.3946 -1.5606 -4.9478 -0.319 0.192 -0.657 0.106
F -11.1673 -7.5558 3.7965 0.223 0.131 -0.219 -0.028
C -10.8699 -6.5881 4.7468 -0.367 0.335 -1.012 -0.354
C -10.6128 -7.0288 6.0023 -0.347 -0.725 -0.051 -0.116
C -10.3578 -6.0313 6.9916 0.821 -0.189 0.138 -0.172
C -10.4544 -4.6832 6.6894 -0.279 -0.051 -1.119 -0.166
C -10.8113 -4.2542 5.3687 0.612 -0.646 2.287 -0.150
C -10.8909 -5.2759 4.3833 -0.638 1.061 -1.129 -0.110
H -10.6095 -8.1044 6.0996 0.124 -0.050 0.690 0.060
H -9.8581 -6.4399 7.8574 -0.194 0.543 0.668 0.064
H -10.2240 -3.9354 7.4338 -0.002 0.067 0.252 0.069
H -10.9565 -3.2047 5.1595 0.017 -0.032 -0.172 0.054
H -11.1155 -4.8961 3.3975 -0.092 -0.680 -0.313 0.060
C -10.1458 -12.3962 3.0630 0.359 -0.076 -0.078 -0.015
C -9.9788 -13.0862 1.7091 -1.649 2.216 -0.364 -0.504
O -9.1250 -13.7868 1.3014 2.784 -1.747 0.278 0.078
C -11.1068 -12.8264 0.7048 -0.317 -0.564 1.556 -0.008
H -10.6092 -11.4245 2.8924 -0.563 -0.297 0.125 0.066
H -9.3128 -12.1560 3.7235 0.687 -0.510 -0.583 0.084
H -10.7465 -13.0888 3.6526 -0.623 0.335 0.032 0.087
H -11.4849 -13.8392 0.5652 -0.237 0.018 -0.474 0.088
H -10.7016 -12.4474 -0.2334 -0.232 0.183 0.206 0.065
H -11.8841 -12.2634 1.2215 -0.138 0.406 -0.737 0.062
C -16.9506 -8.5670 0.6299 0.384 0.759 0.003 -0.021
C -17.1010 -8.2385 2.0777 -0.218 -1.578 -0.260 -0.518
O -17.2475 -7.1415 2.5136 -0.251 1.448 0.421 0.092
C -16.9976 -9.4380 2.9614 0.374 -0.824 1.249 -0.043
H -16.5962 -7.6855 0.0955 -0.209 -0.037 -0.191 0.084
H -17.9544 -8.8452 0.3090 0.138 -0.271 -0.400 0.096
H -16.2055 -9.3577 0.5414 -0.322 -0.134 -0.312 0.066
H -16.9053 -9.1131 3.9978 0.454 0.069 -0.057 0.089
H -16.1492 -10.0311 2.6199 0.469 0.292 0.327 0.063
H -17.7379 -10.2349 3.0333 -0.875 0.465 -0.757 0.089
C -15.3327 -3.0953 4.2542 -0.934 1.114 0.361 -0.044
C -14.3102 -3.7444 3.4201 3.697 1.315 -1.798 -0.417
O -13.2527 -3.0848 3.2183 -2.676 -2.110 0.222 0.008
C -14.5049 -5.1402 2.7987 -0.548 0.709 -0.088 0.007
H -15.0678 -2.0458 4.3825 0.729 -0.207 0.548 0.079
H -15.4258 -3.6143 5.2081 -0.241 0.067 0.017 0.092
H -16.3010 -2.9128 3.7881 -0.317 -1.106 -0.211 0.081
H -15.5622 -5.3987 2.7403 -0.017 -0.214 0.654 0.055
H -13.9061 -5.8858 3.3217 -0.099 0.012 0.229 0.084
H -14.2306 -5.1842 1.7447 0.583 0.491 0.133 0.048
C -12.6692 -8.6879 -4.7085 -1.013 0.759 0.513 -0.018
C -13.5061 -8.3811 -5.9224 -0.073 -0.029 1.340 -0.520
O -14.6569 -8.0538 -5.7824 -0.590 0.418 -0.529 0.061
C -12.8931 -8.7330 -7.1986 0.423 -0.098 -2.463 -0.031
H -11.8107 -8.0273 -4.5874 0.551 -0.668 -0.453 0.096
H -12.5475 -9.7702 -4.7523 0.926 0.073 0.304 0.086
H -13.2751 -8.4400 -3.8370 -0.169 -0.268 0.028 0.065
H -12.9837 -9.8100 -7.3393 0.423 -0.277 0.353 0.095
H -11.8588 -8.4161 -7.3322 0.153 -0.308 0.513 0.091
H -13.3779 -8.3778 -8.1080 -0.555 0.471 0.341 0.085
```
Positions in Å, forces in eV/Å.

## Properties
Expectation value of S²: 0.759
Multiplicity: 2
Charge: -1
HOMO energy (spin up / spin down): 0.4098 / -4.4570 eV
Frontier orbital gap (spin up / spin down): 1.356 / 6.216 eV



No. 2
# C4H10NS

A cluster of 2 separate species, C4H10NS in total in a non-equilibrium geometry (wB97M-V/def2-TZVPD, the OMol25 dataset).

Geometry as XYZ:
```
16
Properties=species:S:1:pos:R:3:forces:R:3:nbo_charge:R:1
C -0.9388 -1.1151 0.5590 -0.825 -0.482 0.230 -0.223
C -2.0370 -0.5332 -0.3217 -2.665 -1.177 2.492 -0.237
C -0.0791 1.1181 -0.4349 -5.389 -1.431 -0.960 -0.129
C 1.9766 0.8459 -0.0770 5.220 0.419 3.984 -0.727
N -0.6864 -0.2888 -0.5950 3.451 1.601 -1.848 -0.410
S 2.3081 -0.7660 0.6400 0.030 1.647 -0.212 0.202
H -0.7439 -0.6898 1.5442 0.143 0.097 -0.527 0.249
H -0.6960 -2.1693 0.4316 -0.110 0.322 0.037 0.250
H -2.6701 -1.2982 -0.7871 0.685 0.598 -0.718 0.264
H -2.5858 0.3081 0.0981 0.183 -0.105 -0.266 0.246
H -0.1912 1.4741 -1.4494 0.355 1.066 0.237 0.199
H -0.5095 1.5960 0.4580 0.479 -0.010 -0.583 0.210
H 2.1757 0.9116 -1.1318 0.042 -0.210 -0.362 0.226
H 2.3518 1.7842 0.5904 -1.039 -2.416 -1.758 0.260
H -0.3022 -0.6972 -1.4771 -0.310 -0.026 1.171 0.449
H 2.6277 -0.4804 1.9525 -0.249 0.107 -0.919 0.170
```
Positions in Å, forces in eV/Å.

## Properties
Expectation value of S²: 2.009
Multiplicity: 3
Charge: +1
HOMO energy (spin up / spin down): -9.5083 / -14.5055 eV
Frontier orbital gap (spin up / spin down): 6.314 / 7.914 eV
ΔE to the lowest compared entry with this formula, charge and spin: 77.1 kcal per mole



No. 3
# C4H4BrO3S2

A cluster of 2 separate species, C4H4BrO3S2 in total in a non-equilibrium geometry (wB97M-V/def2-TZVPD, the OMol25 dataset).

Geometry as XYZ:
```
14
Properties=species:S:1:pos:R:3:forces:R:3:nbo_charge:R:1
C 1.8185 0.0641 0.0864 2.174 1.000 -1.713 -0.215
C 1.7107 0.5345 1.3235 1.371 -0.710 1.794 -0.383
C 0.7019 0.5903 -0.8048 0.373 -0.759 0.651 -0.535
C -0.4862 0.8774 0.1252 -0.142 -0.182 -0.976 -0.364
O -2.4890 -2.0820 1.2141 0.665 -0.015 -0.172 -0.950
O -3.4605 -1.2959 -0.8393 -0.956 0.608 -0.995 -0.954
O -1.2269 -2.3437 -0.9625 -0.931 0.628 0.986 -0.958
S 0.1116 1.1121 1.7777 0.202 0.024 -0.285 0.292
S -2.2489 -1.6302 -0.1533 1.950 -0.334 0.237 2.228
Br -1.3559 2.4774 -0.5842 -0.480 -0.147 0.236 -0.042
H 2.8321 -0.2687 -0.4302 -2.249 0.537 1.433 0.208
H 2.5225 0.5245 2.1272 -1.325 -0.188 -1.205 0.223
H 1.0333 1.5413 -1.2592 0.064 -0.271 0.135 0.205
H 0.5367 -0.1012 -1.6206 -0.714 -0.191 -0.126 0.245
```
Positions in Å, forces in eV/Å.

## Properties
Multiplicity: 1
Charge: -1
HOMO energy (spin up / spin down): -3.4250 / -4.2112 eV
Frontier orbital gap (spin up / spin down): 6.060 / 7.265 eV
ΔE to the lowest compared entry with this formula, charge and spin: 50.7 kcal per mole



No. 4
# C6H9BF6IrNO5Sb

A structure of composition C6H9BF6IrNO5Sb (wB97M-V/def2-TZVPD, the OMol25 dataset).

Geometry as XYZ:
```
30
Properties=species:S:1:pos:R:3:forces:R:3:nbo_charge:R:1
Ir 0.4086 0.5285 0.2888 -0.226 0.421 -0.643 1.235
O -2.8041 -1.0893 3.0567 -0.048 -0.064 -0.019 -0.479
C -1.9123 -0.3986 2.8144 -0.113 0.211 0.109 1.035
O -1.0101 0.2912 2.5666 0.103 -0.141 0.186 -0.542
C -0.2214 -2.5102 0.9216 0.215 -0.070 0.069 1.075
O -0.6608 -3.3399 1.5768 -0.127 -0.072 0.070 -0.423
O 0.2481 -1.6888 0.2352 0.046 0.181 -0.060 -0.565
F 0.2560 2.6296 0.2512 0.040 -0.093 -0.038 -0.628
Sb -1.6400 3.0300 -0.2283 -0.043 0.047 0.026 3.167
F -1.1833 2.8916 -2.0292 0.031 -0.035 0.026 -0.650
F -1.6476 1.0268 -0.1511 0.100 -0.080 0.053 -0.667
F -3.4531 3.0583 -0.6437 0.000 -0.010 0.037 -0.653
F -1.9932 2.9635 1.6048 0.010 -0.019 -0.008 -0.657
F -1.2678 4.8483 -0.2016 -0.055 0.002 0.042 -0.647
C 1.5996 -1.3617 -2.7104 -0.035 -0.022 0.027 -0.727
C 0.7269 -0.1611 -2.8912 0.211 0.040 0.008 0.652
C 0.1243 0.1039 -4.2384 0.013 0.052 0.006 -0.725
O 0.5109 0.6319 -1.9875 -0.126 -0.065 -0.019 -0.600
H 1.0135 -2.2659 -2.8936 0.006 0.001 -0.015 0.241
H 2.0394 -1.3873 -1.7169 0.023 0.019 -0.008 0.246
H 2.3890 -1.3423 -3.4642 0.002 -0.001 -0.001 0.255
H 0.5418 1.0374 -4.6199 0.018 -0.014 -0.011 0.264
H -0.9468 0.2673 -4.1198 -0.002 -0.016 -0.005 0.258
H 0.3152 -0.6979 -4.9470 -0.009 -0.005 0.001 0.225
B 5.0182 0.2271 1.0016 0.031 -0.031 -0.038 -0.594
C 3.4686 0.3501 0.7821 -0.001 -0.077 -0.082 0.472
N 2.3306 0.4041 0.5922 -0.039 -0.191 0.246 -0.627
H 5.3071 -0.9015 0.6647 -0.027 -0.014 0.014 0.014
H 5.5348 1.0499 0.2821 -0.005 0.029 0.031 0.023
H 5.2248 0.4215 2.1759 0.009 0.017 -0.004 0.023
```
Positions in Å, forces in eV/Å.

## Properties
Expectation value of S²: 0.752
Multiplicity: 2
HOMO energy (spin up / spin down): -9.5115 / -9.4175 eV
Frontier orbital gap (spin up / spin down): 8.123 / 8.275 eV
ΔE to the lowest compared entry with this formula, charge and spin: 6.7 kcal per mole



No. 5
# C3H6O

An isolated molecule of C3H6O in a non-equilibrium geometry (wB97M-V/def2-TZVPD, the OMol25 dataset).

Geometry as XYZ:
```
10
Properties=species:S:1:pos:R:3:forces:R:3:nbo_charge:R:1
C 0.2806 -0.2115 1.3639 1.737 -4.288 0.889 -0.497
C 0.0105 0.0421 0.0993 0.775 -0.731 0.802 0.294
C 0.1973 -0.9003 -0.9978 -1.378 -3.432 0.039 -0.702
O -0.4311 1.2351 -0.2346 -1.313 2.797 -1.238 -0.675
H 0.7435 -1.2775 1.6524 -1.133 2.487 -0.974 0.188
H 0.1579 0.3691 2.2262 -0.377 1.286 0.610 0.208
H -0.8068 -1.0476 -1.4679 0.923 1.030 -0.993 0.224
H 1.1231 -0.8591 -1.5857 -0.725 0.503 -0.274 0.240
H 0.1332 -1.9546 -0.6134 0.918 0.826 0.298 0.236
H -0.8324 1.3071 -1.1274 0.573 -0.479 0.841 0.483
```
Positions in Å, forces in eV/Å.

## Properties
Multiplicity: 1
HOMO energy: -8.6967 eV
Frontier orbital gap: 9.551 eV
ΔE to the lowest compared entry with this formula, charge and spin: 32.8 kcal per mole
SMILES string: C=C(C)O



No. 6
# CH6S2

A cluster of 2 separate species, CH6S2 in total in a non-equilibrium geometry (wB97M-V/def2-TZVPD, the OMol25 dataset).

Geometry as XYZ:
```
9
Properties=species:S:1:pos:R:3:forces:R:3:nbo_charge:R:1
S -0.7111 0.8336 -0.6953 0.354 -0.017 0.182 -0.113
S -1.0078 -1.1005 0.0061 -1.525 -0.616 -2.990 -0.150
H 0.0313 0.5462 -1.8124 -0.160 -0.146 0.811 0.142
H -0.6397 -1.3386 1.2061 1.338 0.789 1.994 0.124
C 2.7768 0.5010 1.1673 2.126 1.007 -0.063 -0.855
H 2.4599 -0.1221 0.3630 -0.694 -0.418 -0.374 0.213
H 2.4010 0.2508 2.1449 -0.548 0.043 0.084 0.214
H 2.7189 1.5689 0.8997 -0.624 -0.458 0.266 0.216
H 3.8707 0.3585 1.2227 -0.265 -0.184 0.091 0.209
```
Positions in Å, forces in eV/Å.

## Properties
Multiplicity: 1
HOMO energy: -9.1472 eV
Frontier orbital gap: 9.286 eV
ΔE to the lowest compared entry with this formula, charge and spin: 13.9 kcal per mole
SMILES string: SS.C



| no. | E (hartree) |
| --- | --- |
| 1 | -4087.4011 |
| 2 | -610.8187 |
| 3 | -3750.8877 |
| 4 | -1633.6958 |
| 5 | -193.0909 |
| 6 | -838.0325 |